A | The following is a quantum chemistry calculation of a cluster of 4 separate species, C3H14NO4 in total, from the OMol25 dataset.

For the orbital gap, the calculation gives 0.33107 hartree. The HOMO energy comes out at -5.297 eV. Its LUMO energy is 3.7121 eV.

```
! wB97M-V def2-TZVPD RIJCOSX def2/J DEFGRID3
* xyz -1 1
C -0.64 -1.73 -0.68
O 0.71 -1.37 -0.47
C -1.59 -0.53 -1.05
C -1.89 0.35 0.19
N -0.84 0.17 -2.13
H -0.94 -2.22 0.24
H -0.67 -2.25 -1.65
H -2.51 -0.91 -1.50
H -1.70 1.39 -0.08
H -2.89 0.20 0.57
H -1.22 0.04 1.00
H -1.38 0.98 -2.40
H 0.07 0.39 -1.75
H 2.84 -0.19 0.78
H 3.01 -1.72 1.51
O 3.40 -0.86 1.33
H 1.02 1.91 1.49
H -0.06 2.07 2.62
O 0.50 2.56 2.04
H 0.99 -0.48 -0.01
H 1.97 1.37 -0.41
O 1.83 0.82 0.38
*
```

=====

B | The following is a quantum chemistry calculation of a cluster of 4 separate species, C3H14NO4 in total, from the OMol25 dataset.

For the orbital gap, the calculation gives 0.32083 hartree. The HOMO energy comes out at -5.005 eV. Its LUMO energy is 3.7256 eV.

```
! wB97M-V def2-TZVPD RIJCOSX def2/J DEFGRID3
* xyz -1 1
C -0.78 1.56 0.90
O -1.48 0.96 -0.24
C -0.63 0.67 2.13
C -1.83 -0.26 2.24
N 0.65 -0.11 2.07
H -1.46 2.41 1.07
H 0.12 1.92 0.39
H -0.58 1.36 2.98
H -2.57 0.16 2.94
H -2.46 -0.49 1.38
H -1.56 -1.20 2.75
H 0.40 -1.08 2.12
H 1.10 0.18 1.21
H 0.67 -0.97 -0.50
H -0.81 0.28 -0.63
O 0.45 -0.43 -1.27
H 1.43 0.93 -2.18
H 2.71 0.36 -2.12
O 2.28 1.07 -2.65
H 1.45 -3.06 -1.94
H 0.53 -1.81 -2.26
O 0.62 -2.80 -2.38
*
```

=====

Which of them is most stable, and which least? Most stable: A; least stable: B.

=====

A | The following is a quantum chemistry calculation of a cluster of 2 separate species, C5H16OSi2 in total, from the OMol25 dataset.

For the orbital gap, the calculation gives 0.31211 hartree. The HOMO energy comes out at -8.070 eV. Its LUMO energy is 0.4231 eV.

```
! wB97M-V def2-TZVPD RIJCOSX def2/J DEFGRID3
* xyz 0 1
C -2.36 1.89 0.36
C -2.64 -2.11 0.51
C 1.78 1.80 -0.25
C 0.13 -0.68 -1.51
C 2.32 -1.23 0.45
O -2.30 0.50 0.45
Si -3.11 -0.61 -0.47
Si 1.06 0.13 0.14
H -2.95 2.29 1.12
H -2.57 2.28 -0.60
H -1.25 2.04 0.65
H -2.99 -2.13 1.64
H -2.75 -2.97 0.02
H -1.59 -2.05 0.67
H 2.25 2.09 0.65
H 2.56 1.77 -0.86
H 1.12 2.51 -0.68
H -0.78 -0.11 -1.64
H 0.81 -0.69 -2.33
H -0.07 -1.63 -1.22
H 2.69 -1.03 1.35
H 1.95 -2.23 0.51
H 3.18 -1.31 -0.35
H 0.26 0.43 1.22
*
```

=====

B | The following is a quantum chemistry calculation of a structure of composition C5H16OSi2, from the OMol25 dataset.

For the orbital gap, the calculation gives 0.40615 hartree. The HOMO energy comes out at -10.195 eV. Its LUMO energy is 0.8573 eV.

```
! wB97M-V def2-TZVPD RIJCOSX def2/J DEFGRID3
* xyz 0 1
C 0.85 0.51 1.97
C 1.14 1.24 0.53
C -0.20 1.76 -0.27
C -1.36 0.64 -0.50
C -2.36 0.47 0.83
Si -0.73 -1.06 -1.19
O 0.51 -1.83 -0.21
Si 1.82 -2.40 -1.29
H 0.62 1.28 2.86
H 1.87 -0.01 2.29
H 0.06 -0.37 1.93
H 1.81 0.60 -0.21
H 1.78 2.21 0.77
H 0.18 2.09 -1.36
H -0.67 2.75 0.19
H -2.08 1.08 -1.35
H -1.99 1.26 1.62
H -3.49 0.73 0.57
H -2.27 -0.59 1.32
H -0.23 -0.95 -2.55
H -1.88 -1.99 -1.21
H 2.78 -3.19 -0.53
H 1.31 -3.06 -2.49
H 2.54 -1.16 -1.70
*
```

=====

Which of them is most stable, and which least? Most stable: B; least stable: A.

=====

A | The following is a quantum chemistry calculation of a structure of composition C8H8N2O2, from the OMol25 dataset.

For the orbital gap, the calculation gives 0.27777 hartree. The HOMO energy comes out at -8.193 eV. Its LUMO energy is -0.6345 eV.

```
! wB97M-V def2-TZVPD RIJCOSX def2/J DEFGRID3
* xyz 0 1
C 0.93 -0.87 -0.14
C -0.27 -1.74 0.15
C 0.33 0.23 0.84
C 0.84 0.30 -1.13
C -0.92 -0.66 1.10
C -1.56 -1.53 -0.68
C 0.47 1.22 -0.23
C -2.07 -0.55 0.15
N 0.06 2.47 -0.18
N -3.05 0.37 0.00
O -3.09 1.36 0.69
O -3.84 0.06 -0.90
H 1.83 -1.25 0.22
H -0.10 -2.77 0.46
H 0.98 0.39 1.74
H 1.14 0.48 -2.12
H -1.13 -1.01 2.11
H -2.07 -1.87 -1.55
H -0.08 3.03 -1.05
H -0.24 2.80 0.83
*
```

=====

B | The following is a quantum chemistry calculation of an isolated molecule of C8H8N2O2, from the OMol25 dataset.

For the orbital gap, the calculation gives 0.35276 hartree. The HOMO energy comes out at -9.784 eV. Its SMILES is C=CCOC(=O)c1cnccn1. Its LUMO energy is -0.1853 eV.

```
! wB97M-V def2-TZVPD RIJCOSX def2/J DEFGRID3
* xyz 0 1
C 0.68 1.35 3.94
C 0.15 1.75 2.72
C -0.71 0.72 1.97
C -0.83 -0.37 0.01
C -0.22 -0.68 -1.32
C -0.83 -1.60 -2.13
C 0.65 -1.21 -3.77
C 1.36 -0.33 -2.95
H 1.33 2.05 4.50
H 0.62 0.36 4.33
H 0.30 2.76 2.33
H -1.74 1.12 1.78
H -0.71 -0.19 2.55
H -1.81 -2.06 -1.87
H 1.01 -1.41 -4.80
H 2.24 0.15 -3.26
N -0.43 -1.90 -3.37
N 0.94 -0.13 -1.72
O -0.14 0.55 0.67
O -1.87 -0.93 0.39
*
```

=====

Which of them is most stable, and which least? Most stable: B; least stable: A.

=====

A | The following is a quantum chemistry calculation of a structure of composition C5H8FNS, from the OMol25 dataset.

For the orbital gap, the calculation gives 0.28049 hartree. The HOMO energy comes out at -8.373 eV. Its LUMO energy is -0.7408 eV.

```
! wB97M-V def2-TZVPD RIJCOSX def2/J DEFGRID3
* xyz 0 1
C -1.39 0.49 1.30
C 0.35 -0.04 -0.10
C -0.20 -1.10 -1.10
C 0.74 -0.08 -1.67
C 1.38 -0.29 0.65
H -2.39 1.00 1.40
H -1.45 -0.60 1.14
H -0.82 0.85 2.21
H -0.21 1.76 0.49
H 0.29 -2.05 -1.00
H -1.29 -0.94 -1.35
H 0.11 0.65 -2.41
H 1.94 -1.23 0.82
N -0.61 0.92 0.21
F 1.90 -0.53 -2.11
S 1.65 1.18 1.53
*
```

=====

B | The following is a quantum chemistry calculation of a structure of composition C5H8FNS, from the OMol25 dataset.

For the orbital gap, the calculation gives 0.34003 hartree. The HOMO energy comes out at -8.344 eV. Its LUMO energy is 0.9091 eV.

```
! wB97M-V def2-TZVPD RIJCOSX def2/J DEFGRID3
* xyz 0 1
C -1.03 1.63 -0.17
C 0.12 0.92 -0.04
C -1.55 -0.89 0.28
C 1.49 1.45 -0.40
C 0.68 -1.72 0.38
N -0.24 -0.68 0.86
F -1.48 -1.13 -1.10
S -2.48 0.74 0.42
H -1.46 2.62 -0.60
H -1.98 -1.76 0.78
H 1.60 2.33 0.07
H 1.49 1.52 -1.51
H 2.24 0.69 -0.06
H 0.46 -2.04 -0.59
H 1.59 -1.21 0.59
H 0.55 -2.46 1.07
*
```

=====

Which of them is most stable, and which least? Most stable: B; least stable: A.

=====

A | The following is a quantum chemistry calculation of a structure of composition C24H35FeN5O2SSiTe, from the OMol25 dataset.

For the orbital gap, the calculation gives 0.29282 hartree. The HOMO energy comes out at -7.713 eV. Its LUMO energy is 0.2547 eV.

```
! wB97M-V def2-TZVPD RIJCOSX def2/J DEFGRID3
* xyz 0 1
Fe 0.43 -0.64 -0.30
O -3.38 -1.12 1.09
C -2.20 -0.96 0.85
N -1.57 -0.62 -0.30
C -2.12 0.22 -1.23
O -3.23 0.24 -1.72
C -1.12 1.34 -1.52
C -1.48 2.45 -2.25
C -0.58 3.50 -2.36
C 0.65 3.39 -1.73
C 0.95 2.23 -1.03
N 0.08 1.22 -0.93
C -1.19 -0.92 1.99
C -1.58 -1.16 3.29
C -0.66 -0.97 4.31
C 0.61 -0.52 3.99
C 0.93 -0.31 2.66
N 0.05 -0.52 1.68
H -2.47 2.48 -2.69
H -0.83 4.39 -2.92
H 1.38 4.18 -1.78
H 1.90 2.07 -0.55
H -2.60 -1.47 3.47
H -0.93 -1.14 5.35
H 1.36 -0.33 4.76
H 1.91 0.02 2.34
C 4.85 -3.39 2.30
C 3.45 -2.83 2.55
N 2.61 -2.87 1.36
C 1.45 -3.50 1.21
S 0.33 -3.02 0.01
N 1.09 -4.54 1.99
C 1.96 -5.50 2.66
C 1.71 -5.58 4.16
H 5.46 -3.28 3.20
H 5.33 -2.85 1.49
H 4.82 -4.44 2.03
H 3.54 -1.78 2.84
H 2.95 -3.34 3.37
H 2.75 -2.11 0.70
H 0.16 -4.85 1.79
H 3.00 -5.25 2.44
H 1.79 -6.48 2.21
H 1.87 -4.62 4.64
H 2.37 -6.32 4.61
H 0.68 -5.88 4.35
C 5.68 1.95 -0.58
Si 5.34 0.24 0.10
C 5.78 0.21 1.92
C 6.40 -0.99 -0.85
C 3.58 -0.15 -0.12
C 2.37 -0.36 -0.23
H 6.72 2.26 -0.40
H 5.03 2.69 -0.10
H 5.50 1.99 -1.65
H 6.84 0.45 2.07
H 5.60 -0.77 2.36
H 5.19 0.94 2.46
H 7.45 -0.72 -0.81
H 6.09 -1.01 -1.90
H 6.30 -2.01 -0.46
C -0.71 -1.10 -4.12
Te 0.99 -1.32 -2.85
C 2.00 0.39 -3.61
H -1.26 -0.20 -3.87
H -1.36 -1.96 -3.97
H -0.38 -1.08 -5.15
H 2.67 0.09 -4.41
H 2.58 0.81 -2.79
H 1.27 1.11 -3.97
*
```

=====

B | The following is a quantum chemistry calculation of a structure of composition C24H35FeN5O2SSiTe, from the OMol25 dataset.

For the orbital gap (alpha / beta), the calculation gives 0.27749 / 0.27650 hartree. The HOMO energy (alpha / beta) comes out at -7.592 / -7.564 eV. Its LUMO energy (alpha / beta) is -0.0414 / -0.0396 eV.

```
! wB97M-V def2-TZVPD RIJCOSX def2/J DEFGRID3
* xyz 0 1
Fe 0.96 -0.78 0.14
O 4.26 0.80 -1.64
C 3.18 0.36 -1.28
N 2.69 0.17 -0.02
C 3.30 0.56 1.13
O 4.33 1.18 1.29
C 2.45 0.18 2.33
C 2.85 0.54 3.60
C 2.01 0.24 4.67
C 0.81 -0.40 4.42
C 0.49 -0.74 3.12
N 1.29 -0.46 2.09
C 2.15 -0.06 -2.31
C 2.37 0.19 -3.66
C 1.38 -0.16 -4.56
C 0.21 -0.73 -4.09
C 0.07 -0.96 -2.73
N 1.03 -0.63 -1.86
H 3.79 1.05 3.72
H 2.29 0.51 5.68
H 0.12 -0.64 5.22
H -0.43 -1.26 2.86
H 3.30 0.65 -3.95
H 1.52 0.03 -5.62
H -0.59 -1.00 -4.76
H -0.81 -1.41 -2.31
C -4.44 1.24 0.21
C -3.80 0.36 -0.86
N -2.60 -0.29 -0.37
C -2.50 -1.52 -0.05
S -0.92 -2.21 0.33
N -3.49 -2.48 0.03
C -4.91 -2.32 0.30
C -5.80 -2.74 -0.87
H -5.28 1.81 -0.20
H -3.71 1.95 0.59
H -4.80 0.66 1.06
H -3.50 1.01 -1.68
H -4.53 -0.33 -1.28
H -1.13 0.59 -0.08
H -3.12 -3.39 0.24
H -5.11 -1.29 0.58
H -5.16 -2.92 1.17
H -5.62 -2.11 -1.74
H -6.85 -2.66 -0.60
H -5.59 -3.77 -1.15
C 0.19 5.17 -0.12
Si 1.39 3.83 0.38
C 1.91 4.03 2.16
C 2.87 3.82 -0.75
C 0.43 2.24 0.22
C -0.23 1.23 0.07
H 0.67 6.15 -0.06
H -0.69 5.18 0.53
H -0.15 5.03 -1.15
H 2.39 5.00 2.32
H 2.63 3.25 2.44
H 1.05 3.96 2.83
H 3.37 4.79 -0.69
H 2.58 3.66 -1.79
H 3.61 3.06 -0.48
C 1.39 -4.57 1.11
Te 2.44 -2.98 0.18
C 2.12 -3.71 -1.78
H 0.36 -4.59 0.74
H 1.38 -4.40 2.18
H 1.91 -5.50 0.89
H 2.52 -4.72 -1.86
H 2.63 -3.06 -2.48
H 1.05 -3.70 -1.97
*
```

=====

Which of them is most stable, and which least? Most stable: A; least stable: B.

=====

A | The following is a quantum chemistry calculation of a cluster of 4 separate species, C4H12O3 in total, from the OMol25 dataset.

For the orbital gap (alpha / beta), the calculation gives 0.11013 / 0.20506 hartree. The HOMO energy (alpha / beta) comes out at 0.051 / -2.618 eV. Its LUMO energy (alpha / beta) is 3.0481 / 2.9619 eV.

```
! wB97M-V def2-TZVPD RIJCOSX def2/J DEFGRID3
* xyz -1 2
C 2.00 -2.11 2.77
C 1.14 -2.18 1.67
C 0.40 -1.11 1.18
C -0.42 -1.12 0.07
H 2.31 -1.18 3.21
H 2.20 -3.01 3.33
H 0.94 -3.16 1.24
H 0.52 -0.16 1.71
H -1.18 -0.37 -0.10
H -0.48 -1.95 -0.64
H 1.45 1.23 -0.50
H 1.12 2.36 -1.39
O 0.72 1.85 -0.67
H -2.31 0.57 -3.06
H -1.37 -0.24 -2.12
O -2.31 0.04 -2.26
H -1.88 4.08 -1.97
H -1.46 2.76 -1.24
O -1.40 3.72 -1.22
*
```

=====

B | The following is a quantum chemistry calculation of a cluster of 3 separate species, C4H12O3 in total, from the OMol25 dataset.

For the orbital gap (alpha / beta), the calculation gives 0.09251 / 0.35729 hartree. The HOMO energy (alpha / beta) comes out at 0.897 / -6.262 eV. Its LUMO energy (alpha / beta) is 3.4140 / 3.4606 eV.

```
! wB97M-V def2-TZVPD RIJCOSX def2/J DEFGRID3
* xyz -1 2
C -1.77 -0.36 -2.51
C 1.71 -1.29 -1.02
O 1.58 -2.69 -0.75
C 0.57 -0.64 -1.73
C -0.71 -0.92 -1.57
H -2.69 -0.96 -2.54
H -2.13 0.57 -2.08
H -1.37 -0.26 -3.51
H 2.10 -0.89 -0.05
H 2.55 -1.25 -1.73
H 0.77 -2.82 -0.24
H 0.89 0.23 -2.32
H -0.97 -1.72 -0.87
H -1.30 4.70 4.36
H -2.54 5.75 4.13
O -1.61 5.54 3.98
H 1.03 0.06 1.66
H 0.72 -0.89 2.86
O 0.57 -0.77 1.91
*
```

=====

Which of them is most stable, and which least? Most stable: A; least stable: B.